[1]
{
  "formula": "C2H10O3",
  "method": "the ωB97M-V functional and the def2-TZVPD basis",
  "s2": 0.75,
  "spin_multiplicity": 2,
  "charge": 1,
  "homo_ev": [-13.52, -13.52],
  "orbital_gap_ev": [6.182, 3.803],
  "e_above_lowest_kj_mol": 111.2,
  "species": ["C", "C", "H", "H", "H", "H", "H", "H", "O", "H", "H", "O", "H", "H", "O"],
  "coordinates": [[-1.331, -1.908, -0.754], [-0.796, -0.694, -1.093], [-1.800, -2.069, 0.218], [-1.331, -2.740, -1.456], [-1.268, 0.288, -1.121], [0.080, -0.789, -1.750], [-1.022, -3.008, 2.742], [-0.377, -3.452, 3.960], [-1.253, -3.222, 3.658], [3.413, 3.597, -4.166], [3.436, 3.525, -2.609], [3.859, 3.910, -3.352], [-1.666, 1.930, 1.145], [-0.965, 0.590, 1.389], [-0.813, 1.524, 1.278]],
  "forces_ev_per_angstrom": [[-0.6, 0.4, 0.9], [0.3, -0.6, -2.0], [-0.2, -0.1, -0.2], [0.4, -0.1, 0.0], [0.0, 0.0, 0.9], [0.1, 0.4, 0.3], [-0.5, 0.0, 0.1], [0.3, -0.3, 0.8], [0.2, 0.3, -0.9], [0.3, 0.2, 0.9], [-0.7, -0.6, 0.9], [0.4, 0.4, -1.8], [-0.5, 0.3, 0.1], [-0.2, -0.3, 0.6], [0.7, 0.0, -0.6]],
  "lowdin_charge": [0.231, 0.214, 0.118, 0.133, 0.123, 0.134, 0.008, 0.038, -0.046, 0.050, 0.000, -0.050, 0.050, 0.010, -0.012]
}



[2]
{
  "formula": "C4H11N2",
  "method": "the ωB97M-V functional and the def2-TZVPD basis",
  "s2": 0.75,
  "spin_multiplicity": 2,
  "charge": 2,
  "homo_ev": [-20.93, -20.91],
  "orbital_gap_ev": [8.771, 7.683],
  "e_above_lowest_kj_mol": 499.9,
  "species": ["C", "C", "C", "C", "N", "N", "H", "H", "H", "H", "H", "H", "H", "H", "H", "H", "H"],
  "coordinates": [[0.093, -0.916, 1.185], [0.279, -1.064, -0.349], [-0.240, 0.031, -1.353], [-0.457, 1.476, -1.024], [-1.394, 1.585, 0.093], [1.377, -0.950, 1.797], [-0.994, 0.893, 0.750], [-0.714, -1.572, 1.570], [-0.128, -2.040, -0.701], [1.361, -1.138, -0.352], [-1.198, -0.383, -1.736], [0.428, -0.085, -2.185], [-0.936, 2.111, -1.876], [0.527, 2.041, -0.802], [1.415, -0.744, 2.799], [1.991, -1.785, 1.716], [-1.410, 2.540, 0.469]],
  "forces_ev_per_angstrom": [[5.4, -4.6, -2.0], [0.2, 0.6, 1.8], [-0.9, -1.7, -1.0], [-1.6, 1.1, -0.7], [4.6, 0.6, -0.1], [-4.1, 0.4, 1.0], [-1.8, 0.3, 0.4], [-0.9, 2.1, 1.5], [-0.2, 0.6, 0.5], [0.3, 0.3, -0.8], [0.4, 0.5, 0.2], [0.3, 0.3, -0.5], [1.0, -1.1, 0.9], [-1.1, -0.2, 0.2], [-0.6, -0.2, 0.1], [0.3, 0.9, -1.6], [-1.2, 0.0, 0.1]],
  "lowdin_charge": [0.083, -0.105, -0.144, -0.146, 0.330, 0.181, 0.112, 0.186, 0.165, 0.117, 0.149, 0.134, 0.208, 0.220, 0.141, 0.191, 0.179]
}



[3]
{
  "formula": "C10H18O3",
  "method": "the ωB97M-V functional and the def2-TZVPD basis",
  "spin_multiplicity": 1,
  "charge": 0,
  "homo_ev": -10.28,
  "orbital_gap_ev": 11.193,
  "smiles": "CC(C)OC(=O)OC1CCCCC1",
  "e_above_lowest_kj_mol": 70.1,
  "species": ["C", "C", "C", "O", "C", "O", "O", "C", "C", "C", "C", "C", "C", "H", "H", "H", "H", "H", "H", "H", "H", "H", "H", "H", "H", "H", "H", "H", "H", "H", "H"],
  "coordinates": [[-3.738, 1.083, -0.942], [-3.101, -0.410, -0.728], [-3.706, -1.086, 0.573], [-1.675, -0.454, -0.671], [-0.951, 0.176, 0.341], [-1.277, 1.009, 1.203], [0.237, -0.351, 0.072], [1.340, -0.229, 1.030], [2.037, 1.154, 0.924], [2.582, 1.344, -0.510], [3.517, 0.237, -0.942], [2.903, -1.118, -0.780], [2.325, -1.364, 0.557], [-3.214, 1.769, -0.286], [-4.774, 1.068, -0.535], [-3.787, 1.355, -2.020], [-3.374, -0.908, -1.572], [-3.354, -0.475, 1.390], [-4.864, -0.958, 0.626], [-3.377, -2.106, 0.806], [0.952, -0.335, 2.156], [1.356, 1.988, 1.171], [2.793, 1.187, 1.747], [3.000, 2.387, -0.780], [1.753, 1.234, -1.186], [3.978, 0.217, -2.052], [4.589, 0.259, -0.537], [2.132, -1.295, -1.588], [3.597, -1.923, -1.028], [3.118, -1.412, 1.235], [1.952, -2.402, 0.481]],
  "forces_ev_per_angstrom": [[0.0, -1.8, 0.6], [-1.4, 2.7, 3.4], [-1.3, 1.3, -0.6], [-0.4, 1.2, 1.1], [-1.0, 0.6, -0.1], [0.7, -2.6, -2.4], [1.0, 0.5, 1.6], [-0.2, -0.4, 1.2], [0.1, 0.1, 0.1], [1.0, 1.3, -0.7], [4.0, -0.4, -2.3], [-0.7, -0.5, -2.2], [-1.7, -0.2, 0.3], [0.3, 0.3, -0.4], [0.5, -0.2, -0.5], [0.4, 0.0, 0.9], [-0.3, -1.8, -2.3], [0.1, 0.2, 0.4], [2.0, -0.6, -0.4], [-0.2, 0.1, -0.6], [0.6, -0.1, -2.6], [0.0, -0.6, -0.2], [-0.2, -0.1, -0.9], [-0.5, -1.5, 0.9], [-0.8, 0.2, -0.2], [-1.9, 0.8, 1.7], [-1.6, 0.1, 0.8], [0.4, 0.6, 0.9], [0.4, 0.1, 0.3], [1.3, 0.1, 1.4], [-0.7, 0.6, 0.7]],
  "lowdin_charge": [-0.017, -0.327, -0.039, 0.020, -0.488, 0.100, 0.025, -0.227, -0.131, -0.193, -0.246, -0.264, -0.148, 0.057, 0.070, 0.077, 0.090, 0.052, 0.107, 0.074, 0.189, 0.114, 0.128, 0.138, 0.098, 0.146, 0.122, 0.135, 0.113, 0.096, 0.129]
}



[4]
{
  "formula": "C5H6O2",
  "method": "the ωB97M-V functional and the def2-TZVPD basis",
  "spin_multiplicity": 1,
  "charge": 0,
  "homo_ev": -10.12,
  "orbital_gap_ev": 10.679,
  "smiles": "C#C[C@H](C=O)CO",
  "e_above_lowest_kj_mol": 235.3,
  "species": ["C", "C", "C", "C", "O", "C", "O", "H", "H", "H", "H", "H", "H"],
  "coordinates": [[2.581, -0.784, -0.515], [1.424, -0.465, -0.415], [0.062, 0.064, -0.360], [0.048, 1.431, 0.310], [-0.973, 2.065, 0.457], [-1.018, -0.809, 0.334], [-2.295, -0.398, -0.073], [3.608, -1.059, -0.628], [-0.302, 0.197, -1.388], [1.014, 1.804, 0.700], [-0.897, -0.745, 1.427], [-0.900, -1.855, 0.044], [-2.351, 0.554, 0.107]],
  "forces_ev_per_angstrom": [[-0.5, 0.1, 0.1], [0.5, -0.2, 0.0], [0.0, 0.0, -0.1], [-0.4, 0.3, 0.1], [0.5, -0.3, -0.1], [0.3, -0.2, 0.1], [-0.1, 0.2, 0.1], [-0.2, 0.0, 0.1], [0.1, 0.0, 0.1], [-0.1, 0.0, -0.1], [0.0, 0.0, -0.2], [0.0, 0.1, 0.0], [-0.1, -0.1, 0.0]],
  "lowdin_charge": [0.131, -0.112, -0.274, -0.191, 0.061, -0.226, -0.053, 0.031, 0.164, 0.134, 0.131, 0.128, 0.074]
}



[5]
{
  "formula": "C12H28F2N6O8PRbS2Ti",
  "method": "the ωB97M-V functional and the def2-TZVPD basis",
  "s2": 3.75,
  "spin_multiplicity": 4,
  "charge": 1,
  "homo_ev": [-9.32, -11.61],
  "orbital_gap_ev": [5.453, 7.636],
  "species": ["Ti", "Rb", "N", "H", "H", "H", "H", "N", "S", "O", "O", "F", "S", "O", "O", "F", "O", "H", "C", "C", "C", "C", "C", "C", "N", "O", "O", "H", "H", "H", "H", "H", "O", "P", "N", "C", "C", "N", "C", "C", "N", "C", "C", "H", "H", "H", "H", "H", "H", "H", "H", "H", "H", "H", "H", "H", "H", "H", "H", "H", "H"],
  "coordinates": [[-1.457, 3.681, -1.175], [-3.799, -0.375, -0.329], [-1.532, 0.825, -2.788], [-2.268, 0.200, -3.118], [-1.590, 1.089, -1.760], [-1.510, 1.638, -3.410], [-0.668, 0.219, -2.917], [-3.470, 4.786, -0.951], [-3.391, 6.051, -0.044], [-3.428, 5.878, 1.379], [-4.033, 7.153, -0.687], [-1.851, 6.436, -0.373], [-4.881, 4.118, -0.390], [-5.946, 5.017, -0.099], [-4.792, 2.922, 0.428], [-5.304, 3.538, -1.818], [-1.710, 1.573, -0.223], [-2.153, 1.634, 0.615], [1.531, -0.274, 4.875], [1.524, 0.438, 6.049], [0.580, 1.454, 6.234], [-0.259, 1.764, 5.168], [-0.233, 1.067, 3.975], [0.682, 0.025, 3.824], [-1.264, 2.835, 5.306], [-1.598, 3.410, 4.291], [-1.669, 3.081, 6.418], [2.236, -1.092, 4.775], [2.209, 0.290, 6.872], [0.568, 2.107, 7.095], [-0.880, 1.377, 3.166], [0.665, -0.604, 2.948], [0.746, -0.972, -3.227], [1.353, -1.965, -2.281], [0.845, -3.556, -2.414], [0.493, -4.050, -3.746], [1.195, -4.571, -1.442], [1.015, -1.599, -0.677], [-0.354, -1.818, -0.240], [1.751, -0.508, -0.033], [3.026, -1.890, -2.378], [3.596, -1.712, -3.732], [3.878, -2.685, -1.503], [0.040, -5.038, -3.703], [1.362, -4.052, -4.409], [-0.252, -3.405, -4.217], [0.395, -5.308, -1.364], [1.294, -4.121, -0.451], [2.158, -5.056, -1.616], [-0.434, -1.746, 0.844], [-1.029, -1.013, -0.611], [-0.729, -2.758, -0.641], [2.805, -0.758, -0.101], [1.452, 0.466, -0.430], [1.506, -0.453, 1.028], [4.683, -1.721, -3.722], [3.291, -2.497, -4.427], [3.265, -0.718, -4.031], [4.827, -2.159, -1.412], [4.079, -3.700, -1.873], [3.435, -2.898, -0.529]],
  "forces_ev_per_angstrom": [[-0.7, -0.6, 1.0], [-0.4, 0.3, 0.3], [0.9, -1.5, -0.6], [-0.2, 0.3, 0.2], [-0.4, 0.1, 0.1], [0.2, 0.1, 0.3], [0.2, 0.4, -0.1], [-1.0, -2.8, 1.0], [1.2, 6.1, 0.8], [0.0, -0.6, -1.2], [-0.2, -0.7, 0.8], [0.3, -1.1, 0.1], [-2.3, -2.4, -1.4], [1.2, 0.1, 0.2], [1.0, 0.9, -0.8], [0.4, -0.3, 0.2], [0.5, 0.8, -1.6], [-0.2, 0.4, 0.6], [0.7, -0.8, -0.2], [-0.8, 1.2, 0.8], [0.1, 0.4, -0.9], [0.0, -0.5, 0.2], [0.4, -0.1, -0.4], [-0.7, 0.3, 0.5], [0.4, 0.1, 0.0], [-0.2, 0.0, -0.2], [0.0, 0.0, 0.1], [0.0, 0.0, -0.1], [0.2, -0.4, -0.2], [-0.1, -0.3, 0.2], [-0.1, -0.1, 0.1], [0.1, 0.1, -0.1], [-0.4, -0.7, 0.0], [0.9, 0.3, 0.9], [-0.7, 0.7, -0.5], [-0.1, 0.5, -0.4], [0.3, 0.2, 0.8], [0.0, -0.7, 0.0], [-0.2, 0.8, -0.5], [-0.5, -0.2, 0.1], [-0.3, -0.3, 0.0], [-0.5, 0.6, 0.4], [-0.1, -0.7, 0.0], [0.2, -0.1, 0.2], [0.0, -0.4, 0.0], [0.1, 0.1, 0.1], [0.1, -0.1, -0.2], [-0.1, 0.1, -0.1], [-0.1, -0.2, -0.3], [0.2, -0.4, 0.1], [0.2, -0.1, 0.0], [0.1, -0.1, 0.3], [0.1, 0.6, -0.2], [0.5, 0.1, -0.2], [-0.1, -0.3, 0.0], [0.0, 0.0, 0.4], [-0.1, 0.1, -0.1], [0.1, -0.2, -0.6], [0.0, -0.1, 0.3], [0.1, 0.2, -0.4], [0.0, 0.6, 0.1]],
  "lowdin_charge": [0.846, 0.916, 0.218, 0.120, -0.014, 0.094, 0.089, -0.397, 0.457, -0.231, -0.233, -0.224, 0.545, -0.212, -0.309, -0.189, -0.573, -0.082, -0.081, -0.054, 0.019, -0.143, -0.005, -0.069, -0.359, 0.082, 0.104, 0.112, 0.114, 0.125, 0.106, 0.074, -0.301, 0.569, -0.308, -0.090, -0.115, -0.297, -0.119, -0.065, -0.300, -0.083, -0.123, 0.087, 0.079, 0.076, 0.091, 0.074, 0.083, 0.087, 0.013, 0.077, 0.072, 0.089, 0.061, 0.087, 0.077, 0.080, 0.092, 0.084, 0.074]
}



[6]
{
  "formula": "C31H41BF14I3N2O2S",
  "method": "the ωB97M-V functional and the def2-TZVPD basis",
  "spin_multiplicity": 1,
  "charge": -1,
  "homo_ev": -5.10,
  "orbital_gap_ev": 7.002,
  "species": ["C", "C", "C", "I", "B", "C", "C", "C", "I", "O", "C", "C", "C", "C", "C", "F", "F", "C", "F", "F", "C", "F", "F", "C", "F", "F", "S", "F", "F", "F", "F", "F", "C", "C", "C", "C", "F", "C", "C", "C", "I", "O", "H", "H", "H", "H", "H", "H", "H", "H", "H", "H", "H", "H", "H", "H", "H", "H", "H", "H", "H", "H", "H", "H", "H", "H", "H", "H", "H", "H", "H", "H", "H", "N", "C", "C", "C", "C", "C", "H", "H", "H", "H", "H", "N", "C", "C", "C", "C", "C", "H", "H", "H", "H", "H"],
  "coordinates": [[-0.292, -6.982, 1.644], [-0.084, -5.595, 1.047], [-1.305, -4.958, 0.391], [-2.800, -4.552, 1.922], [-0.922, -3.634, -0.569], [-0.988, -4.118, -2.153], [-2.330, -3.831, -2.828], [-3.526, -4.491, -2.160], [-3.611, -6.602, -2.525], [-1.802, -2.464, -0.347], [-1.099, -1.339, 0.114], [-1.582, -1.046, 1.531], [-1.484, -0.192, -0.845], [-3.003, 0.045, -0.911], [-3.488, 1.299, -0.222], [-2.790, 1.627, 0.883], [-3.339, 2.364, -1.071], [-5.005, 1.348, 0.139], [-5.285, 2.560, 0.651], [-5.686, 1.202, -1.013], [-5.521, 0.295, 1.166], [-5.506, -0.925, 0.622], [-4.683, 0.320, 2.222], [-6.935, 0.493, 1.844], [-6.901, 1.607, 2.570], [-7.089, -0.550, 2.658], [-8.496, 0.601, 0.748], [-9.270, 1.349, 1.914], [-7.959, 1.996, 0.198], [-7.775, -0.161, -0.440], [-9.068, -0.773, 1.268], [-9.773, 0.766, -0.160], [0.443, -1.754, 0.040], [1.191, -1.140, -1.176], [2.623, -1.652, -1.401], [3.709, -0.788, -0.804], [4.964, -1.204, -1.273], [1.230, -1.648, 1.370], [1.607, -0.305, 2.055], [1.241, 1.013, 1.387], [0.943, -0.248, 4.115], [0.430, -3.136, -0.222], [0.652, -7.403, 2.003], [-0.993, -6.953, 2.481], [-0.692, -7.663, 0.885], [0.316, -4.914, 1.804], [0.671, -5.656, 0.252], [-1.805, -5.734, -0.197], [-0.204, -3.583, -2.707], [-0.751, -5.186, -2.262], [-2.529, -2.752, -2.785], [-2.318, -4.109, -3.890], [-4.477, -4.108, -2.526], [-3.504, -4.391, -1.076], [-1.278, -1.844, 2.207], [-2.673, -1.060, 1.526], [-1.253, -0.086, 1.928], [-0.955, 0.740, -0.627], [-1.185, -0.500, -1.845], [-3.298, 0.192, -1.953], [-3.522, -0.848, -0.565], [1.178, -0.047, -1.190], [0.606, -1.466, -2.037], [2.706, -2.678, -1.030], [2.823, -1.691, -2.476], [3.600, 0.259, -1.103], [3.756, -0.849, 0.285], [2.173, -2.163, 1.159], [0.717, -2.301, 2.074], [2.685, -0.303, 2.203], [1.778, 1.097, 0.441], [0.172, 1.119, 1.207], [1.562, 1.855, 2.002], [3.342, 3.730, 2.039], [3.840, 3.823, 0.807], [5.183, 3.656, 0.504], [6.060, 3.378, 1.540], [5.557, 3.273, 2.826], [4.195, 3.455, 3.023], [3.122, 4.036, 0.021], [5.533, 3.751, -0.514], [7.116, 3.246, 1.344], [6.202, 3.047, 3.665], [3.763, 3.366, 4.014], [6.836, 6.068, -1.263], [7.810, 6.380, -2.115], [7.698, 7.374, -3.076], [6.510, 8.084, -3.156], [5.489, 7.771, -2.274], [5.701, 6.758, -1.349], [8.724, 5.803, -2.026], [8.523, 7.582, -3.744], [6.382, 8.865, -3.894], [4.544, 8.296, -2.298], [4.925, 6.485, -0.642]],
  "forces_ev_per_angstrom": [[0.0, 0.0, -0.1], [0.0, 0.0, 0.0], [0.3, -0.1, -0.1], [-0.1, 0.0, 0.1], [-0.2, -0.2, -0.1], [0.0, 0.1, 0.1], [0.0, -0.1, -0.1], [0.0, 0.3, 0.1], [0.0, -0.1, 0.0], [0.1, -0.1, -0.1], [0.1, 0.1, 0.0], [-0.1, -0.1, 0.0], [0.1, 0.1, 0.0], [0.0, -0.1, -0.2], [-0.2, -0.1, 0.0], [0.1, 0.0, 0.3], [0.1, 0.2, -0.1], [0.0, -0.3, 0.1], [0.0, 0.3, 0.0], [0.0, 0.0, -0.2], [-0.1, 0.1, 0.0], [0.1, -0.2, 0.0], [0.0, -0.1, 0.0], [0.1, 0.1, -0.2], [0.0, 0.1, 0.1], [0.0, 0.0, 0.1], [0.3, 0.1, -0.2], [0.0, 0.0, 0.1], [-0.1, -0.1, 0.0], [-0.1, 0.0, 0.1], [0.0, -0.1, 0.0], [0.0, 0.0, -0.1], [0.1, 0.0, -0.2], [-0.1, 0.0, 0.0], [0.0, -0.1, 0.0], [0.0, 0.0, 0.0], [0.0, 0.0, 0.0], [0.1, 0.1, 0.1], [0.1, -0.1, -0.4], [0.0, 0.1, 0.2], [0.0, 0.0, 0.1], [-0.1, 0.0, 0.4], [0.0, 0.0, 0.0], [0.0, 0.0, -0.1], [0.0, 0.0, 0.1], [0.1, 0.0, -0.1], [0.0, 0.0, 0.1], [-0.1, 0.1, 0.1], [-0.1, 0.0, 0.0], [0.0, 0.0, 0.0], [0.0, 0.0, 0.0], [0.0, 0.0, 0.0], [0.0, -0.1, -0.1], [0.0, 0.0, 0.0], [0.0, 0.1, 0.0], [0.1, 0.0, 0.0], [0.0, -0.1, 0.0], [0.0, 0.0, 0.0], [0.1, 0.0, 0.0], [-0.1, -0.1, 0.1], [0.0, 0.0, 0.1], [0.0, 0.0, 0.0], [0.0, 0.1, 0.0], [0.0, 0.1, 0.0], [0.0, 0.0, 0.0], [0.0, 0.0, 0.0], [0.0, 0.1, 0.0], [-0.1, 0.0, 0.1], [0.0, 0.0, 0.0], [0.0, 0.0, 0.1], [-0.1, 0.0, -0.1], [0.1, 0.0, -0.1], [0.0, -0.1, 0.0], [0.0, 0.0, 0.0], [0.0, 0.0, 0.0], [0.0, 0.0, 0.0], [0.0, 0.0, 0.0], [0.0, 0.0, 0.0], [0.0, 0.0, 0.0], [0.0, 0.0, 0.0], [0.0, 0.0, 0.0], [0.0, 0.0, 0.0], [0.0, 0.0, 0.0], [0.0, 0.0, 0.0], [0.1, 0.0, 0.0], [0.0, 0.0, 0.0], [0.0, 0.0, 0.0], [0.0, 0.0, 0.0], [0.0, 0.0, 0.0], [0.0, 0.0, 0.0], [0.0, 0.0, 0.0], [0.0, 0.0, 0.0], [0.0, 0.0, 0.0], [0.0, 0.0, 0.0], [0.0, 0.0, 0.0]],
  "lowdin_charge": [-0.143, -0.352, -0.554, 0.837, -0.896, -0.107, -0.335, -0.627, 0.717, -0.034, -0.402, -0.042, -0.079, -0.050, -0.433, 0.125, 0.103, -0.362, 0.150, 0.139, -0.359, 0.158, 0.162, -0.424, 0.138, 0.147, 0.780, -0.130, -0.129, -0.124, -0.124, -0.114, -0.352, -0.104, -0.153, -0.209, -0.077, -0.159, -0.717, -0.166, 0.800, 0.009, 0.062, 0.029, 0.071, 0.097, 0.116, 0.004, 0.091, 0.078, 0.100, 0.089, 0.035, -0.001, 0.042, 0.069, 0.045, 0.115, 0.115, 0.136, 0.122, 0.100, 0.111, 0.122, 0.118, 0.113, 0.101, 0.112, 0.079, 0.042, 0.060, 0.054, 0.039, 0.052, -0.163, -0.087, -0.076, -0.074, -0.152, 0.105, 0.088, 0.105, 0.098, 0.104, 0.057, -0.153, -0.077, -0.083, -0.070, -0.150, 0.102, 0.099, 0.103, 0.102, 0.099]
}



Summary of F_max in eV/Å
2.1; 7.4; 4.7; 0.5; 6.3; 0.4
(order as listed above)